Entry 1:
{
  "formula": "C5H11NO2",
  "method": "ωB97M-V/def2-TZVPD",
  "elements": ["C", "N", "C", "C", "O", "C", "C", "O", "H", "H", "H", "H", "H", "H", "H", "H", "H", "H", "H"],
  "xyz": [[-1.10119, 0.90748, -2.11775], [-0.89042, 0.77695, -0.65650], [-0.25921, -0.58395, -0.40247], [1.15619, -0.83367, -0.74871], [1.54060, -2.00756, -0.53423], [-0.27678, -0.79632, 1.11643], [0.75206, -0.13383, 1.98654], [1.13108, 1.06823, 1.42927], [-1.81536, 0.21164, -2.50724], [-1.68055, 1.82337, -2.15542], [-0.07797, 0.86421, -2.66983], [-0.25872, 1.60288, -0.30152], [-0.98143, -1.38937, -0.75989], [1.80241, 0.05011, -1.05319], [-1.36830, -0.44153, 1.45695], [-0.24861, -1.82061, 1.49255], [1.72284, -0.79706, 1.72536], [0.59691, -0.02707, 3.02205], [0.25644, 1.52611, 1.67761]],
  "forces_ev_per_a": [[1.48, 1.11, 0.87], [1.84, -0.43, -0.21], [-1.93, 1.16, 1.49], [1.05, -3.02, -0.02], [0.05, 3.41, -1.14], [-4.09, 0.13, 2.97], [4.21, -3.39, -3.31], [-2.53, 3.29, 0.80], [0.00, -1.06, -0.02], [0.61, 0.69, -0.90], [-1.99, 0.36, 0.34], [-1.34, -2.46, -1.12], [1.17, 1.13, -0.14], [-0.28, -1.07, 0.19], [2.10, -0.53, -0.75], [-0.13, -0.36, -0.85], [-1.84, 1.09, 1.53], [-0.54, -0.48, 1.31], [2.17, 0.42, -1.05]],
  "lowdin_charge": [-0.1406, -0.1022, -0.3322, -0.2062, 0.0193, -0.1885, -0.3169, -0.0959, 0.0612, 0.0688, 0.1064, 0.1364, 0.1758, 0.1500, 0.1550, 0.1143, 0.1590, 0.1053, 0.1310],
  "spin_multiplicity": 1,
  "total_charge": 0,
  "smiles": "CN[C@@H](C=O)CCO",
  "energy_ev": -10945.603,
  "e_above_lowest_kj_mol": 353.6,
  "orbital_gap_ev": 9.90
}

---

Entry 2:
{
  "formula": "C5H11NO2",
  "method": "ωB97M-V/def2-TZVPD",
  "elements": ["C", "C", "N", "C", "C", "C", "O", "O", "H", "H", "H", "H", "H", "H", "H", "H", "H", "H", "H"],
  "xyz": [[2.94968, -0.09556, -0.52097], [1.50890, -0.75633, -0.22411], [1.64519, -1.34105, 1.15982], [0.35337, 0.28184, -0.34890], [-0.87014, -0.43994, -0.55875], [-1.89217, 0.53389, -0.20356], [-3.07736, 0.54313, -0.36311], [-1.44561, 1.25737, 0.82668], [3.48044, -0.34956, -1.41885], [2.82769, 1.01042, -0.90770], [3.41794, 0.04386, 0.46575], [1.35618, -1.69231, -0.84003], [2.53968, -1.87258, 1.10062], [1.47874, -0.68402, 1.94350], [0.48804, 0.82555, 0.55604], [0.72591, 0.96095, -1.16817], [-0.87912, -1.48179, -0.12590], [-0.95610, -0.73486, -1.60946], [-2.10996, 1.81432, 1.31470]],
  "forces_ev_per_a": [[-2.36, 3.24, -0.48], [2.24, -0.39, 0.34], [-0.57, -0.28, -1.04], [6.28, -1.19, -1.02], [-0.80, -1.37, -2.13], [-3.34, -0.97, 3.45], [-1.01, -0.18, -2.07], [0.54, 2.39, 1.98], [0.80, -1.48, 0.20], [-0.37, -1.45, 1.11], [0.63, -0.52, -0.89], [0.08, 1.24, 0.10], [-1.12, 0.87, 1.14], [0.87, -0.65, -0.86], [-0.41, 0.43, 0.48], [-1.11, -0.56, 0.56], [-0.50, 1.50, 0.68], [-0.15, 0.43, -0.17], [0.31, -1.07, -1.36]],
  "lowdin_charge": [-0.0707, -0.3978, -0.0201, -0.2178, -0.1298, -0.5393, 0.1158, 0.0524, 0.0459, 0.0865, 0.0647, 0.1352, 0.0788, 0.0806, 0.1050, 0.1385, 0.1658, 0.1419, 0.1644],
  "spin_multiplicity": 1,
  "total_charge": 0,
  "smiles": "C[C@@H](N)CCC(=O)O",
  "energy_ev": -10946.568,
  "e_above_lowest_kj_mol": 260.4,
  "orbital_gap_ev": 9.71
}

---

Entry 3:
{
  "formula": "C5H11NO2",
  "method": "ωB97M-V/def2-TZVPD",
  "elements": ["C", "C", "O", "N", "C", "C", "C", "O", "H", "H", "H", "H", "H", "H", "H", "H", "H", "H", "H"],
  "xyz": [[1.30550, -1.79788, 2.04370], [1.15434, -0.78212, 0.91815], [2.01251, -0.86019, 0.04266], [0.00298, -0.09954, 0.87648], [-0.32571, 0.71984, -0.31019], [-0.80684, 2.10860, 0.06742], [-1.43863, 0.06319, -1.16640], [-1.55328, 0.62760, -2.44466], [0.78820, -2.72365, 1.75229], [1.15337, -1.31827, 3.02131], [2.31896, -2.16609, 2.10832], [-0.69095, -0.26812, 1.57929], [0.58215, 0.68910, -0.91866], [-0.82742, 2.67919, -0.88318], [-0.30749, 2.66380, 0.85476], [-1.85404, 2.06980, 0.37899], [-2.44217, 0.17562, -0.76386], [-1.28499, -1.02320, -1.19908], [-1.05525, 0.24290, -3.15811]],
  "forces_ev_per_a": [[0.36, 0.45, 0.47], [1.40, -2.84, -0.19], [-0.66, 1.30, -0.19], [-0.25, 0.97, -1.11], [-0.55, -0.46, 0.55], [-0.55, 0.58, -0.99], [0.34, -1.08, -0.08], [-0.54, 1.06, -0.23], [-0.67, 0.54, 0.67], [-0.85, -0.71, -0.08], [0.54, 0.40, -0.39], [-0.05, 0.04, 0.20], [-0.06, 0.33, 0.18], [0.10, 0.04, 0.66], [0.63, -0.18, -0.15], [-0.05, -0.18, 0.06], [0.02, 0.27, 0.60], [0.28, 0.07, -0.14], [0.56, -0.57, 0.16]],
  "lowdin_charge": [-0.0152, -0.5459, 0.0285, 0.0937, -0.3190, -0.0525, -0.2358, -0.0486, 0.0906, 0.0802, 0.0696, 0.1445, 0.1407, 0.0912, 0.0751, 0.0752, 0.1167, 0.1236, 0.0874],
  "spin_multiplicity": 1,
  "total_charge": 0,
  "smiles": "CC(=O)N[C@H](C)CO",
  "energy_ev": -10948.291,
  "e_above_lowest_kj_mol": 94.2,
  "orbital_gap_ev": 10.26
}

---

Entry 4:
{
  "formula": "C5H11NO2",
  "method": "ωB97M-V/def2-TZVPD",
  "elements": ["C", "O", "C", "N", "O", "H", "H", "H", "H", "H", "C", "C", "C", "H", "H", "H", "H", "H", "H"],
  "xyz": [[-0.50405, -1.33506, 2.12118], [-1.10757, -0.72788, 1.00022], [-0.59512, -1.04537, -0.49391], [0.61427, -1.68223, -0.50259], [-1.43324, -1.12278, -1.33814], [0.49111, -0.90316, 2.30315], [-1.14449, -1.14943, 2.98587], [-0.40680, -2.41884, 1.99888], [1.23053, -1.57469, 0.28486], [0.74413, -2.31054, -1.28052], [1.49837, 1.31288, -0.28115], [0.17398, 1.24672, -0.36457], [-0.64398, 1.94908, -1.40026], [2.10230, 1.79710, -1.03983], [2.06159, 0.83278, 0.50720], [-0.47823, 0.75579, 0.50542], [-1.23973, 2.74750, -0.95444], [-0.01080, 2.36534, -2.18516], [-1.35226, 1.26281, -1.86619]],
  "forces_ev_per_a": [[0.48, -0.22, -0.45], [-0.02, -0.80, -2.50], [-1.22, -3.26, 2.76], [-1.14, 0.74, 0.23], [0.66, 1.17, 0.49], [-0.06, -0.07, 0.21], [0.06, 0.12, -0.16], [0.02, 0.04, 0.01], [0.15, -0.25, -0.39], [0.42, 0.18, 0.24], [-0.10, -0.14, -0.19], [-1.20, 0.67, 1.99], [0.10, -0.10, -0.37], [-0.06, 0.11, -0.09], [-0.04, -0.03, 0.18], [1.90, 1.67, -2.00], [0.09, 0.05, 0.06], [-0.03, 0.12, -0.01], [0.00, 0.01, 0.00]],
  "lowdin_charge": [-0.1325, -0.1974, -0.5091, 0.1793, 0.1297, 0.0802, 0.0914, 0.0856, 0.0939, 0.1259, -0.0117, -0.2768, -0.0984, 0.0566, 0.0444, 0.1242, 0.0788, 0.0734, 0.0623],
  "spin_multiplicity": 1,
  "total_charge": 0,
  "smiles": "COC(N)=O.C=CC",
  "energy_ev": -10946.155,
  "e_above_lowest_kj_mol": 300.3,
  "orbital_gap_ev": 10.06
}

---

Entry 5:
{
  "formula": "C5H11NO2",
  "method": "ωB97M-V/def2-TZVPD",
  "elements": ["C", "C", "N", "O", "H", "H", "H", "H", "H", "O", "C", "C", "C", "H", "H", "H", "H", "H", "H"],
  "xyz": [[-0.15830, -2.67322, 0.39216], [-0.13327, -1.39357, 1.20791], [0.78276, -1.33145, 2.17942], [-0.92874, -0.47545, 0.99725], [0.48683, -2.56975, -0.48710], [-1.17707, -2.81686, 0.06092], [0.17919, -3.53026, 0.96758], [1.49958, -2.02816, 2.28492], [0.82408, -0.52336, 2.78098], [1.17009, -0.35471, -1.13356], [0.25508, 0.40111, -1.14929], [0.40313, 1.87329, -0.81500], [-0.85554, 2.65612, -1.12946], [-0.73871, 0.01193, -1.48173], [1.29116, 2.23472, -1.32875], [0.65130, 1.91394, 0.25060], [-1.13465, 2.61274, -2.18151], [-0.71809, 3.70053, -0.86783], [-1.69882, 2.29240, -0.54752]],
  "forces_ev_per_a": [[0.11, 0.44, -0.10], [-0.03, -0.70, 0.22], [0.18, 0.31, 0.06], [0.28, 0.36, -0.52], [-0.09, -0.12, 0.14], [-0.18, -0.15, -0.09], [0.03, -0.02, 0.03], [-0.13, -0.16, 0.04], [-0.05, 0.02, -0.04], [0.37, -0.18, -0.17], [-0.09, -0.14, 0.11], [-0.22, 0.75, 0.31], [-0.36, -0.09, -0.07], [-0.10, 0.00, 0.24], [0.09, -0.12, -0.26], [-0.10, -0.23, 0.01], [0.15, -0.01, -0.04], [0.17, 0.10, 0.03], [-0.02, -0.08, 0.10]],
  "mulliken_spin": [0.0143, -0.0039, 0.0049, 0.1122, -0.0010, -0.0007, 0.0042, 0.0001, -0.0004, 0.6334, -0.0179, 0.1342, 0.0046, 0.1053, 0.0040, -0.0030, -0.0006, 0.0095, 0.0009],
  "spin_multiplicity": 2,
  "total_charge": 1,
  "energy_ev": -10939.468,
  "e_above_lowest_kj_mol": 97.4,
  "s_squared": 0.757,
  "orbital_gap_ev": [9.88, 4.97]
}

---

Entry 6:
{
  "formula": "C5H11NO2",
  "method": "ωB97M-V/def2-TZVPD",
  "elements": ["O", "C", "C", "C", "C", "C", "N", "H", "H", "H", "H", "H", "H", "H", "H", "H", "H", "H", "O"],
  "xyz": [[3.00367, 1.48858, 0.22773], [2.11373, 0.73305, 0.07558], [0.74603, 1.20489, -0.40721], [-0.02081, 0.25585, -1.29312], [-0.19600, -1.17144, -0.76599], [-0.19862, -1.46265, 1.54554], [-0.86209, -1.14365, 0.52171], [2.25503, -0.34958, 0.28566], [0.22436, 1.27114, 0.56652], [0.84082, 2.21375, -0.78880], [-0.99709, 0.73161, -1.43882], [0.50542, 0.15139, -2.24631], [0.80460, -1.61303, -0.61048], [-0.74025, -1.78308, -1.47798], [0.86167, -1.73253, 1.45122], [-0.72980, -1.54072, 2.48128], [-2.17082, 0.20785, 0.51302], [-3.06484, 1.38479, 0.99691], [-2.37498, 1.15376, 0.36354]],
  "forces_ev_per_a": [[0.51, 0.20, 0.15], [-0.19, -0.11, -0.38], [-0.96, 0.12, 0.69], [0.56, -0.79, -0.78], [0.48, 0.96, 0.85], [-0.43, -0.15, -0.59], [0.09, -0.51, -0.11], [-0.06, -0.17, 0.06], [0.04, 0.11, 0.06], [0.08, 0.09, -0.16], [0.11, 0.05, -0.12], [-0.33, 0.28, -0.17], [0.07, -0.22, -0.31], [-0.11, -0.01, -0.02], [-0.02, -0.22, 0.34], [0.26, 0.19, 0.42], [-0.27, 0.33, 0.08], [0.03, 0.00, -0.15], [0.15, -0.15, 0.15]],
  "mulliken_spin": [0.6328, 0.0304, 0.1380, 0.0085, 0.0012, -0.0029, 0.0403, 0.0778, -0.0031, 0.0098, 0.0309, 0.0058, 0.0188, 0.0032, 0.0043, 0.0016, -0.0029, -0.0008, 0.0060],
  "spin_multiplicity": 2,
  "total_charge": 1,
  "energy_ev": -10937.791,
  "e_above_lowest_kj_mol": 259.2,
  "s_squared": 0.757,
  "orbital_gap_ev": [9.10, 4.86]
}